Entry 1:
C15H24DyN4O5 as an isolated structure at a distorted geometry, computed with ωB97M-V/def2-TZVPD.

The geometry in XYZ format:
```
49
Properties=species:S:1:pos:R:3:mulliken_spin:R:1
O 2.14332 1.27965 -1.88028 0.00
H 2.71988 1.96101 -2.26976 0.00
Dy 0.21922 -0.12449 -0.28952 4.89
N -1.82086 -0.22417 -1.35363 0.05
N 0.36464 -0.95607 -2.40359 0.04
O -2.98956 0.47354 -0.87686 0.00
O 1.61048 -1.00928 -3.06382 0.00
C -1.94534 -0.83907 -2.55612 0.05
C -0.71912 -1.25052 -3.14807 0.01
C -3.24605 -1.04644 -3.23652 -0.01
C -0.60740 -1.79604 -4.51920 0.00
H -4.06772 -0.47524 -2.78645 0.00
H -3.50723 -2.11796 -3.20649 0.00
H -3.16773 -0.73223 -4.28943 0.00
H 0.44462 -1.96498 -4.76204 0.00
H -1.03199 -1.08651 -5.24228 0.00
H -1.15270 -2.74221 -4.62756 0.00
H -3.71042 -0.18658 -0.94016 0.00
H 2.01227 -0.12384 -2.82639 0.00
O 0.39231 -2.38077 0.39441 0.01
H 0.24443 -3.19332 -0.12567 0.00
H 0.84498 -2.64158 1.21708 0.00
C 0.87318 1.95782 -1.24693 -0.02
H 0.97989 1.90309 -0.13323 0.02
H -0.05780 1.52445 -1.70359 0.01
H 0.84669 3.02919 -1.49966 0.00
O -3.15560 3.56839 -0.13824 0.00
H -3.17023 2.62022 -0.36781 0.00
H -2.67036 3.59295 0.70105 0.00
C -2.27163 0.42588 3.60317 0.00
C -1.32132 0.36795 4.63102 -0.01
C 0.03046 0.29377 4.29945 0.00
C 0.42126 0.23089 2.95322 -0.01
N -0.52665 0.25331 1.95902 -0.01
C -1.83975 0.38240 2.27947 0.01
C 1.84026 0.11090 2.52924 0.00
C 2.91822 0.19915 3.42076 0.00
C 4.22300 0.01842 2.96808 -0.02
C 4.44536 -0.22501 1.60799 0.00
C 3.35279 -0.26804 0.74421 0.00
N 2.08332 -0.10584 1.19731 0.00
H -3.33493 0.49885 3.80705 0.00
H -1.62937 0.38450 5.67360 0.00
H 0.80500 0.27153 5.06289 0.00
H -2.53466 0.44722 1.43591 -0.01
H 2.70227 0.42264 4.46406 0.00
H 5.05980 0.07052 3.66392 0.00
H 5.44417 -0.37374 1.21278 0.00
H 3.45657 -0.42430 -0.33240 0.00
```

Values from the calculation:
Charge   +1
E_tot   -2065.90125 Ha
Multiplicity   6

***

Entry 2:
A 13-piece molecular cluster, C31H53N7O30S6 overall at a distorted geometry, computed with ωB97M-V/def2-TZVPD.

The geometry in XYZ format:
```
127
Properties=species:S:1:pos:R:3:mulliken_charge:R:1
C -0.00180 -1.48104 4.15667 -0.11
N 0.38787 -1.74780 5.56222 1.09
O 0.97964 -2.77743 5.77746 -0.59
O 0.04040 -0.96061 6.41864 -0.62
H -0.63556 -0.59501 4.19423 0.14
H -0.41888 -2.26460 3.52407 -0.01
H 0.95075 -1.17765 3.72227 0.08
C -2.21866 0.26109 -3.99027 -0.35
N -3.09001 -0.74158 -3.36519 0.99
O -2.61366 -1.78266 -2.92431 -0.47
O -4.33966 -0.56450 -3.32113 -0.59
H -2.77849 0.62271 -4.85277 0.38
H -1.29897 -0.16096 -4.39541 0.21
H -1.95484 0.99807 -3.23174 -0.17
C -3.97934 -5.19734 -0.24031 -0.82
N -2.58971 -4.97239 -0.82418 0.80
O -2.12529 -3.88199 -0.67592 -0.29
O -2.02765 -5.90874 -1.31418 -0.53
H -3.98337 -6.23830 0.08291 0.31
H -4.64784 -5.00787 -1.08013 0.31
H -4.17245 -4.47878 0.55624 0.20
C 0.83178 5.58130 -4.77146 -0.61
C 2.20655 4.93494 -4.89343 -0.20
O 1.85912 3.52275 -4.70587 -0.38
S 0.31344 3.23433 -4.16519 1.06
O 0.30303 2.39917 -2.96353 -0.13
O -0.45615 2.79990 -5.33304 -0.70
O 0.06439 4.81549 -3.84909 -0.32
H 0.36146 5.52376 -5.75309 0.33
H 0.83520 6.61632 -4.42968 0.40
H 2.87175 5.32850 -4.12484 0.18
H 2.58816 5.13537 -5.89457 0.33
C 0.75669 -3.80414 -2.35707 0.44
C 0.76103 -2.46748 -3.09384 0.71
O 2.01722 -2.24777 -3.65884 -0.33
S 3.07983 -3.42551 -3.29336 0.96
O 3.93232 -2.95264 -2.23574 -0.47
O 3.72367 -3.99232 -4.47153 -0.61
O 1.91802 -4.46723 -2.71962 -0.39
H -0.19109 -4.32956 -2.47428 0.28
H 1.00745 -3.62633 -1.31131 -0.21
H 0.55684 -1.65498 -2.39651 -0.55
H 0.08481 -2.29326 -3.93077 0.11
C -2.08786 -5.21908 4.94407 -0.45
C -2.81531 -4.27060 5.92256 -0.27
O -3.56476 -3.43211 5.07484 -0.39
S -3.53017 -3.77013 3.44353 0.92
O -3.24845 -2.47111 2.76675 -0.21
O -4.68914 -4.61097 3.06781 -0.55
O -2.09583 -4.60067 3.66133 -0.21
H -2.63511 -6.14439 4.76408 0.33
H -1.11642 -5.59018 5.27072 0.33
H -2.20618 -3.57225 6.49647 0.27
H -3.49623 -4.80466 6.58530 0.26
C -3.61795 3.53222 3.16372 -0.31
C -3.01828 2.45310 4.05457 -0.18
O -3.32938 1.21545 3.41117 -0.22
S -4.27164 1.37661 2.09128 0.96
O -5.67616 1.32590 2.41939 -0.60
O -3.78837 0.68149 0.87719 -0.32
O -3.71725 2.93746 1.92972 -0.25
H -3.01643 4.43658 3.07216 0.15
H -4.58485 3.80655 3.58556 0.33
H -3.35550 2.33929 5.08482 0.36
H -1.93876 2.54963 3.93864 0.11
C -0.37787 3.33467 1.51457 0.09
C 0.27593 3.94760 0.28528 0.51
O -0.24488 5.21419 0.23561 -0.28
S -0.46343 5.81980 1.75515 1.10
O -1.52090 6.84172 1.72758 -0.56
O 0.82212 6.17069 2.35664 -0.59
O -0.93883 4.35632 2.28719 -0.35
H 0.32396 2.79118 2.14716 0.51
H -1.17047 2.70123 1.11630 0.04
H -0.02432 3.49298 -0.65880 -0.51
H 1.36416 3.91741 0.33957 0.04
C 4.15721 -5.26778 0.96746 -0.32
C 3.63655 -6.69169 1.36141 -0.50
O 2.29494 -6.57035 1.92585 -0.32
S 1.56781 -5.27862 1.31375 1.20
O 1.20189 -4.41821 2.43539 -0.52
O 0.61653 -5.74286 0.23601 -0.53
O 2.92569 -4.70693 0.54063 -0.21
H 4.89609 -5.19566 0.16937 0.38
H 4.48621 -4.74753 1.86701 0.27
H 4.27007 -7.04558 2.17474 0.32
H 3.59605 -7.40012 0.53401 0.30
N -4.46139 2.88813 -2.67584 0.19
C -3.73962 3.14544 -1.52205 -1.25
C -2.78106 4.08741 -1.88728 0.68
C -3.16600 4.60804 -3.12308 -1.02
C -4.24677 3.88221 -3.58481 -0.67
H -5.19360 2.19945 -2.77433 0.23
H -3.88696 2.49365 -0.67360 0.33
H -2.09438 4.49858 -1.16214 0.61
H -2.63664 5.39337 -3.64215 0.49
H -4.69251 3.97218 -4.56441 0.38
N 5.16253 4.87125 -1.44880 -0.02
C 3.91204 4.34596 -1.52284 -1.23
C 3.99806 2.95281 -1.90790 0.11
C 5.33266 2.67700 -2.15232 -0.70
C 5.99568 3.88906 -1.84543 -0.72
H 5.51515 5.73495 -1.06177 0.25
H 3.05846 4.91386 -1.18328 0.74
H 3.25511 2.18547 -2.06789 0.69
H 5.82422 1.81026 -2.56890 0.48
H 7.04964 4.08884 -1.97059 0.40
N 1.13083 -0.51202 0.26974 0.20
C 0.36319 0.49711 -0.27142 -0.15
C -0.90723 0.12842 -0.50480 -0.24
C -0.99066 -1.15149 0.10700 -1.23
C 0.27223 -1.51640 0.60680 -0.72
H 2.10902 -0.46800 0.51732 0.84
H 0.84603 1.40831 -0.59233 0.01
H -1.66588 0.63807 -1.08024 0.25
H -1.90023 -1.72432 0.21170 0.50
H 0.59600 -2.37516 1.17608 0.58
N 3.96749 1.06287 0.54852 0.39
C 4.18351 -0.04354 -0.18865 -0.11
C 3.97313 -1.10419 0.68909 -1.01
C 3.77780 -0.59294 1.94856 -0.21
C 3.73395 0.80149 1.82822 -0.81
H 3.91460 1.96134 0.09020 -0.07
H 4.30450 -0.12572 -1.25870 0.49
H 4.00538 -2.17424 0.54641 0.25
H 3.69571 -1.14181 2.87507 0.60
H 3.58354 1.53046 2.61076 0.48
```

Values from the calculation:
E_tot   -6242.05476 Ha

***

Entry 3:
C36H44Cl5NO3ReSe as an isolated structure, computed with ωB97M-V/def2-TZVPD.

The geometry in XYZ format:
```
91
Properties=species:S:1:pos:R:3:mulliken_spin:R:1
Re 1.49039 -0.74506 -1.41153 2.42
C 1.14275 2.70207 5.22132 0.00
C 2.31576 3.13885 4.33182 0.00
C 3.62027 2.55290 4.88900 0.00
C 2.41643 4.66334 4.37888 0.00
C 2.07579 2.61631 2.91695 0.01
C 2.04997 1.24530 2.67860 -0.01
C 1.78282 0.76690 1.41064 0.01
Se 1.74492 -1.10100 1.04581 0.18
C -0.61033 -3.41731 0.07986 0.02
C -1.43776 -4.01288 1.03611 -0.03
C -2.75714 -3.63790 1.14901 0.01
C -3.23809 -2.75251 0.17903 -0.01
C -2.46193 -2.16254 -0.80575 0.01
C -1.06909 -2.40899 -0.78713 -0.01
O -0.25756 -1.68424 -1.56025 0.12
C -3.09715 -1.28544 -1.88725 0.00
C -4.62475 -1.27112 -1.79750 0.00
C -2.73585 -1.88025 -3.25696 0.00
C -2.59791 0.16144 -1.76178 0.01
C -3.67326 -4.21899 2.22239 0.00
C -4.79949 -3.23708 2.57195 0.00
C -2.88158 -4.52298 3.50036 0.00
C -4.29634 -5.52018 1.69517 0.00
C 1.50340 1.62630 0.34385 0.09
O 1.13994 1.09651 -0.84123 0.09
C 1.59003 3.01009 0.53249 -0.01
C 1.86512 3.45337 1.82774 0.01
C 1.44577 4.08108 -0.56440 0.00
C 0.31834 5.05083 -0.18025 0.00
C 1.12901 3.54380 -1.96425 -0.01
C 2.77336 4.84847 -0.65873 0.00
H 1.29110 3.05201 6.24518 0.00
H 1.04726 1.61613 5.24258 0.00
H 0.20435 3.11599 4.84862 0.00
H 3.82444 2.96398 5.87953 0.00
H 4.46031 2.79552 4.23634 0.00
H 3.56703 1.46844 4.98306 0.00
H 2.58287 4.98209 5.40898 0.00
H 1.49870 5.13911 4.03016 0.00
H 3.25018 5.02907 3.77690 0.00
H 2.23933 0.53021 3.46933 0.00
H -1.00436 -4.76611 1.67965 0.00
H -4.29075 -2.51783 0.19268 0.00
H -5.03906 -2.28056 -1.83317 0.00
H -5.02001 -0.71944 -2.65137 0.00
H -4.98089 -0.77518 -0.89305 0.00
H -3.10386 -2.90632 -3.32939 0.00
H -1.66279 -1.88185 -3.42138 0.00
H -3.20273 -1.29516 -4.05232 0.00
H -2.89185 0.57953 -0.79736 0.00
H -3.03745 0.77744 -2.54955 0.00
H -1.51546 0.21986 -1.84573 0.01
H -4.40907 -2.23685 2.76541 0.00
H -5.31851 -3.57831 3.46845 0.00
H -5.54132 -3.16813 1.77518 0.00
H -2.30986 -3.65237 3.82515 0.00
H -2.18920 -5.35363 3.36151 0.00
H -3.56616 -4.80174 4.30223 0.00
H -4.83106 -5.34084 0.76075 0.00
H -5.00267 -5.92668 2.42227 0.00
H -3.52737 -6.27105 1.50631 0.00
H 1.93091 4.52006 1.98295 0.00
H -0.62667 4.51559 -0.07684 0.00
H 0.20044 5.80924 -0.95673 0.00
H 0.52104 5.56469 0.75912 0.00
H 0.18637 3.00032 -1.99064 0.00
H 1.91135 2.87900 -2.33076 0.01
H 1.05853 4.39211 -2.64888 0.00
H 3.03580 5.32631 0.28506 0.00
H 2.70081 5.62537 -1.42274 0.00
H 3.58564 4.17291 -0.93376 0.00
Cl 3.83424 0.08732 -1.69759 0.00
C 3.22535 0.33240 -3.33370 0.01
C 1.88057 0.01917 -3.40162 -0.01
C 1.29532 0.22568 -4.64159 0.06
Cl -0.39556 -0.05429 -4.83527 0.00
C 2.04033 0.67781 -5.73725 -0.01
Cl 1.28548 0.90093 -7.26550 0.00
C 3.40302 0.95344 -5.60189 0.03
Cl 4.32446 1.49847 -6.94268 0.00
C 4.01885 0.79129 -4.36144 -0.01
Cl 5.67827 1.14730 -4.10776 0.00
N 1.75349 -4.39336 -0.25350 0.01
C 0.70771 -3.94280 -0.07376 0.02
C 1.66407 -3.30702 -3.29539 0.02
O 2.38063 -2.60091 -2.26380 -0.02
H 0.76579 -3.77199 -2.89321 0.00
H 2.31984 -4.06215 -3.72494 0.00
H 1.39015 -2.57907 -4.05384 0.00
H 2.53676 -3.22423 -1.52298 0.00
```

Values from the calculation:
E_tot   -6459.36058 Ha
Multiplicity   4